(1)
C46H62FN11O9S2 | the ωB97M-V functional and the def2-TZVPD basis

```
131
C46H62FN11O9S2, DFT the ωB97M-V functional and the def2-TZVPD basis
C 3.433 2.339 -3.673
C 3.423 1.373 -2.398
C 2.674 0.008 -2.778
N 1.673 -0.469 -1.820
C 1.966 -1.368 -0.763
S 3.514 -2.459 -1.009
O 4.726 -1.750 -1.345
O 3.201 -3.364 -2.113
F 3.636 -3.462 0.317
O 0.997 -2.465 -0.905
S -0.525 -2.147 -0.501
O -1.328 -1.415 -1.489
O -1.235 -3.441 -0.402
C -0.478 -1.305 1.136
C -0.454 -2.440 2.223
C 0.527 -3.650 2.073
C -0.046 -4.821 2.991
N -0.405 -6.078 2.327
O -0.169 -4.660 4.176
C 0.633 -0.163 1.254
C 0.269 1.169 0.407
O -1.014 1.118 -0.212
C -1.904 2.120 0.298
O -3.198 1.821 -0.203
C -3.281 2.152 -1.592
C -4.440 1.301 -2.245
O -4.631 0.037 -1.583
C 0.527 0.386 2.719
C -0.823 0.471 3.358
C -1.006 1.011 4.717
C 0.227 1.468 5.365
N 1.461 1.472 4.825
C 1.567 0.953 3.567
C 1.986 -0.778 0.746
C 3.301 0.071 0.947
C 4.341 -0.475 1.999
N 3.779 -1.159 3.188
N 5.444 -1.304 1.458
N 5.031 0.761 2.531
H 2.519 2.982 -3.700
H 3.583 1.754 -4.623
H 4.340 3.001 -3.573
H 2.870 1.916 -1.580
H 4.494 1.169 -2.144
H 2.106 0.324 -3.708
H 3.391 -0.757 -3.200
H 0.867 -0.735 -2.399
H -1.519 -0.872 1.171
H -1.498 -2.877 2.226
H -0.325 -2.078 3.283
H 1.547 -3.419 2.485
H 0.663 -4.093 1.062
H 0.294 -6.209 1.581
H -1.291 -5.967 1.815
H 0.229 2.081 1.079
H 1.100 1.441 -0.310
H -1.989 2.014 1.417
H -1.578 3.168 0.047
H -2.352 1.935 -2.179
H -3.521 3.240 -1.728
H -5.424 1.851 -2.252
H -4.215 1.067 -3.328
H -5.275 -0.496 -2.083
H -1.766 0.138 2.873
H -2.000 1.068 5.218
H 0.113 1.871 6.407
H 2.601 1.033 3.167
H 2.173 -1.710 1.363
H 3.899 0.235 0.002
H 2.965 1.116 1.214
H 4.357 -1.940 3.502
H 3.807 -0.509 3.984
H 5.330 -2.305 1.628
H 6.278 -1.043 1.995
H 5.683 1.025 1.778
H 5.597 0.519 3.348
C -3.115 -5.566 -1.488
C -2.830 -6.892 -1.197
C -3.735 -7.862 -1.599
N -4.873 -7.595 -2.249
C -5.128 -6.310 -2.517
C -4.288 -5.265 -2.163
H -2.432 -4.777 -1.192
H -1.925 -7.167 -0.671
H -3.554 -8.912 -1.397
H -6.059 -6.123 -3.043
H -4.545 -4.243 -2.408
C -7.283 1.895 4.607
C -6.636 2.533 5.653
C -5.279 2.309 5.818
N -4.555 1.509 5.027
C -5.202 0.904 4.025
C -6.555 1.063 3.772
H -8.344 2.045 4.444
H -7.172 3.189 6.326
H -4.728 2.788 6.621
H -4.591 0.260 3.401
H -7.025 0.549 2.945
C 3.079 2.763 9.412
C 2.996 3.325 10.676
C 1.819 3.965 11.033
N 0.758 4.076 10.228
C 0.862 3.527 9.013
C 1.991 2.863 8.559
H 3.981 2.253 9.095
H 3.825 3.268 11.369
H 1.706 4.417 12.013
H -0.013 3.635 8.380
H 2.019 2.436 7.564
C 2.697 4.889 -8.973
C 3.673 4.967 -7.992
C 3.489 4.242 -6.826
N 2.422 3.472 -6.587
C 1.492 3.413 -7.548
C 1.582 4.096 -8.751
H 2.804 5.440 -9.900
H 4.557 5.577 -8.130
H 4.228 4.269 -6.030
H 0.637 2.784 -7.328
H 0.799 4.009 -9.494
C -1.344 -1.397 -8.990
C -2.238 -0.736 -8.164
C -2.004 0.600 -7.881
N -0.962 1.291 -8.356
C -0.112 0.630 -9.150
C -0.257 -0.704 -9.496
H -1.493 -2.442 -9.236
H -3.098 -1.245 -7.748
H -2.678 1.161 -7.242
H 0.726 1.214 -9.519
H 0.462 -1.186 -10.145
```

Summary:
SMILES string: CCCN[C@]1(S(=O)(=O)F)OS(=O)(=O)[C@@H](CCC(N)=O)[C@@](COCOCCO)(c2cccnc2)[C@@H]1CC(N)(N)N.c1ccncc1.c1ccncc1.c1ccncc1.c1ccncc1.c1ccncc1

Mulliken atomic charge list, values in e, 2 entries: atom 1 (C): -1.367, atom 2 (C): 0.232

(2)
C46H62IN6OP2Ti | the ωB97M-V functional and the def2-TZVPD basis

```
119
C46H62IN6OP2Ti, DFT the ωB97M-V functional and the def2-TZVPD basis
Ti -0.886 0.036 0.099
C -4.196 -0.010 0.344
N -3.115 0.904 -0.035
C -3.277 2.174 0.700
C -2.333 2.254 1.859
C -2.600 3.144 2.885
C -1.681 3.310 3.905
C -0.516 2.562 3.860
C -0.329 1.678 2.818
N -1.215 1.500 1.818
C -3.123 1.140 -1.503
C -1.983 2.085 -1.771
C -2.048 3.132 -2.667
C -1.060 4.110 -2.624
C -0.056 4.017 -1.676
C -0.016 2.904 -0.854
N -0.939 1.941 -0.929
C -3.778 -1.420 0.120
C -4.731 -2.418 0.017
C -4.325 -3.732 -0.121
C -2.965 -3.994 -0.155
C -2.079 -2.944 -0.041
N -2.456 -1.661 0.096
H -5.106 0.221 -0.219
H -4.429 0.130 1.402
H -4.307 2.287 1.046
H -3.094 3.023 0.040
H -3.525 3.705 2.874
H -1.870 4.003 4.713
H 0.244 2.643 4.624
H 0.564 1.081 2.786
H -4.069 1.583 -1.829
H -3.008 0.181 -2.011
H -2.895 3.221 -3.334
H -1.104 4.960 -3.293
H 0.697 4.785 -1.577
H 0.755 2.770 -0.106
H -5.780 -2.155 0.043
H -5.051 -4.530 -0.201
H -2.581 -4.998 -0.265
H -1.023 -3.131 -0.065
C 4.514 -0.929 -2.068
C 4.572 0.509 -1.558
C 5.645 0.621 -0.479
P 2.873 1.208 -1.183
C 3.195 3.021 -1.555
C 2.815 3.207 -3.030
C 4.592 3.627 -1.354
C 2.709 1.072 0.663
C 3.568 1.830 1.462
C 3.829 1.581 2.807
C 4.768 2.448 3.590
C 3.223 0.462 3.364
C 2.292 -0.262 2.642
C 1.958 0.079 1.328
N 0.755 -0.518 0.792
C 0.372 -1.786 1.396
C -0.522 -1.750 2.467
C -0.901 -2.914 3.117
C -0.347 -4.135 2.745
C -0.705 -5.398 3.468
C 0.571 -4.142 1.691
C 0.955 -2.999 0.994
P 2.161 -3.093 -0.411
C 1.612 -4.588 -1.350
C 2.709 -4.960 -2.356
C 0.285 -4.317 -2.081
C 3.738 -3.611 0.417
C 4.188 -2.548 1.415
C 3.795 -4.998 1.053
H 5.519 -1.287 -2.295
H 3.927 -1.018 -2.985
H 4.084 -1.594 -1.319
H 4.859 1.136 -2.409
H 5.436 -0.067 0.343
H 5.753 1.619 -0.066
H 6.609 0.339 -0.905
H 2.506 3.591 -0.925
H 3.532 2.688 -3.671
H 2.852 4.261 -3.308
H 1.824 2.814 -3.266
H 5.355 3.091 -1.916
H 4.916 3.686 -0.319
H 4.584 4.650 -1.736
H 4.118 2.630 0.993
H 5.508 2.919 2.945
H 5.292 1.875 4.353
H 4.221 3.246 4.097
H 3.455 0.163 4.379
H 1.792 -1.080 3.137
H -0.916 -0.802 2.812
H -1.610 -2.867 3.935
H -0.366 -5.353 4.504
H -0.250 -6.269 3.002
H -1.786 -5.544 3.491
H 0.988 -5.095 1.396
H 1.488 -5.425 -0.661
H 2.849 -4.157 -3.085
H 2.422 -5.855 -2.908
H 3.670 -5.158 -1.887
H -0.188 -3.377 -1.786
H -0.438 -5.116 -1.913
H 0.446 -4.258 -3.159
H 4.452 -3.583 -0.415
H 3.569 -2.573 2.316
H 4.144 -1.541 0.996
H 5.218 -2.738 1.718
H 3.284 -5.012 2.017
H 4.836 -5.260 1.251
H 3.380 -5.788 0.427
N 1.068 -1.370 -2.913
C -0.132 -0.875 -2.860
O -0.703 -0.613 -1.756
C -0.898 -0.655 -4.121
I -2.708 -1.764 -4.083
H 1.595 -1.571 -2.066
H 1.489 -1.600 -3.801
H -0.344 -0.979 -4.997
H -1.147 0.400 -4.215
```

Summary:
Charge: +3

Mulliken atomic charge list, values in e, 2 entries: atom 1 (Ti): -0.919, atom 2 (C): -1.585

(3)
C46H64N2O30S3 | the ωB97M-V functional and the def2-TZVPD basis

```
145
C46H64N2O30S3, DFT the ωB97M-V functional and the def2-TZVPD basis
O 14.964 1.246 35.941
N 15.462 0.955 37.041
O 15.266 1.509 38.146
C 16.103 -0.368 36.994
C 17.301 -0.591 37.698
C 17.941 -1.843 37.571
C 17.609 -2.710 36.635
C 16.376 -2.487 35.906
C 15.645 -1.364 36.113
H 17.433 0.154 38.468
H 18.864 -2.066 38.085
H 18.273 -3.557 36.541
H 16.046 -3.154 35.123
H 14.882 -1.118 35.389
O 21.658 -11.900 45.976
N 22.659 -11.310 45.483
O 23.778 -11.752 45.505
C 22.338 -10.145 44.617
C 21.077 -9.815 44.292
C 20.920 -8.543 43.733
C 22.007 -7.717 43.334
C 23.262 -8.063 43.737
C 23.466 -9.286 44.317
H 20.223 -10.447 44.485
H 19.923 -8.156 43.583
H 21.956 -6.795 42.774
H 24.175 -7.601 43.392
H 24.470 -9.650 44.478
O 22.915 0.919 35.470
S 21.829 0.804 36.450
O 20.706 1.689 36.240
O 21.458 -0.746 36.743
C 22.122 -1.352 37.803
C 22.028 -0.262 38.815
O 22.432 0.901 38.003
H 21.772 -2.319 38.163
H 23.138 -1.478 37.431
H 22.746 -0.343 39.631
H 21.129 -0.161 39.424
O 22.732 -4.861 37.484
S 21.910 -5.930 37.892
O 22.047 -7.202 37.183
O 21.851 -6.263 39.485
C 20.871 -5.470 40.163
C 19.676 -5.376 39.318
O 20.285 -5.332 37.991
H 20.492 -5.973 41.053
H 21.342 -4.565 40.549
H 19.143 -4.444 39.507
H 19.204 -6.350 39.445
O 19.655 -8.849 38.454
S 18.852 -9.409 39.484
O 18.419 -8.486 40.612
O 17.557 -10.230 38.769
C 17.894 -11.583 38.485
C 19.253 -11.936 39.134
O 19.565 -10.831 40.003
H 17.184 -12.266 38.951
H 17.808 -11.621 37.399
H 19.979 -12.205 38.366
H 19.144 -12.740 39.861
O 25.055 -4.680 42.116
C 25.463 -4.605 40.965
C 25.768 -5.777 39.954
C 26.803 -4.996 39.021
C 26.256 -3.508 39.125
O 25.833 -3.455 40.403
H 26.201 -6.700 40.339
H 24.793 -6.102 39.592
H 27.811 -5.017 39.434
H 26.855 -5.436 38.026
H 26.941 -2.749 38.747
H 25.428 -3.252 38.464
O 26.066 -8.761 38.255
C 24.935 -9.181 38.594
C 24.096 -10.232 37.923
C 23.297 -10.644 39.121
C 23.184 -9.388 39.929
O 24.427 -8.728 39.729
H 23.411 -9.734 37.236
H 24.679 -10.938 37.333
H 22.447 -11.258 38.822
H 23.775 -11.361 39.788
H 22.329 -8.759 39.685
H 23.183 -9.625 40.993
O 22.650 -9.371 34.426
C 22.668 -8.112 34.307
C 23.906 -7.247 34.517
C 23.451 -6.045 33.707
C 21.935 -6.047 33.600
O 21.625 -7.333 33.778
H 24.071 -7.043 35.575
H 24.609 -7.870 33.964
H 23.933 -5.142 34.082
H 23.738 -6.002 32.656
H 21.374 -5.440 34.312
H 21.623 -5.780 32.590
O 17.044 -5.888 35.023
C 17.582 -7.003 35.039
C 18.932 -7.347 35.642
C 19.138 -8.830 35.119
C 17.707 -9.301 35.099
O 16.901 -8.128 34.816
H 19.649 -6.631 35.239
H 18.856 -7.394 36.728
H 19.626 -8.909 34.147
H 19.863 -9.290 35.789
H 17.557 -10.074 34.345
H 17.331 -9.705 36.039
O 21.725 -2.205 41.568
C 22.524 -2.007 42.399
C 22.827 -2.883 43.584
C 24.186 -2.227 44.045
C 24.019 -0.762 43.680
O 23.279 -0.862 42.465
H 22.009 -2.726 44.287
H 23.046 -3.873 43.184
H 24.286 -2.417 45.113
H 25.047 -2.668 43.542
H 23.447 -0.295 44.481
H 24.947 -0.363 43.271
O 16.900 -4.552 41.148
C 17.494 -4.583 42.194
C 16.870 -4.488 43.640
C 18.158 -4.425 44.416
C 19.374 -4.831 43.560
O 18.840 -4.658 42.218
H 16.069 -3.758 43.750
H 16.525 -5.519 43.715
H 18.201 -3.362 44.653
H 18.227 -4.899 45.395
H 20.216 -4.167 43.757
H 19.615 -5.868 43.793
O 18.490 2.017 41.245
C 18.374 0.831 41.569
C 18.525 0.188 42.999
C 18.091 -1.243 42.636
C 18.176 -1.452 41.101
O 18.310 -0.119 40.688
H 19.569 0.458 43.156
H 17.931 0.788 43.688
H 18.715 -2.039 43.044
H 17.023 -1.397 42.786
H 19.048 -1.959 40.688
H 17.267 -1.816 40.623
```

Summary:
ΔE to the lowest compared entry with this formula, charge and spin: 219.7 kJ/mol
SMILES string: O=[N+]([O-])c1ccccc1.O=[N+]([O-])c1ccccc1.O=S1(=O)OCCO1.O=S1(=O)OCCO1.O=S1(=O)OCCO1.O=C1CCCO1.O=C1CCCO1.O=C1CCCO1.O=C1CCCO1.O=C1CCCO1.O=C1CCCO1.O=C1CCCO1

Mulliken atomic charge list, values in e, 2 entries: atom 1 (O): -0.569, atom 2 (N): 0.904

| no. | orbital gap (eV) | LUMO (eV) | calculated total energy (Eh) |
| --- | --- | --- | --- |
| 1 | 9.25 | -0.052 | -3965.487580 |
| 2 | 5.99 | -9.094 | -4022.992605 |
| 3 | 8.13 | -1.102 | -5352.078960 |